{
  "formula": "C4H10N2",
  "method": "the ωB97M-V functional and the def2-TZVPD basis",
  "species": ["C", "C", "N", "H", "H", "H", "H", "H", "C", "C", "N", "H", "H", "H", "H", "H"],
  "coordinates": [[0.894, -1.678, 1.109], [1.700, -0.609, 1.088], [2.525, -0.239, 0.046], [0.655, -2.254, 0.224], [0.413, -1.955, 2.022], [1.615, 0.127, 1.883], [2.740, -0.960, -0.624], [3.186, 0.489, 0.230], [-2.778, 0.882, 0.037], [-1.867, 0.430, -0.816], [-0.765, 1.128, -1.308], [-2.809, 1.927, 0.325], [-3.472, 0.174, 0.451], [-1.826, -0.611, -1.115], [-0.125, 1.602, -0.702], [-0.387, 0.844, -2.189]],
  "nbo_charge": [-0.54, 0.01, -0.83, 0.19, 0.21, 0.19, 0.39, 0.39, -0.49, 0.01, -0.86, 0.20, 0.20, 0.17, 0.39, 0.38],
  "smiles": "C=CN.C=CN",
  "charge": 0,
  "relative_energy_kcal_mol": 45.0,
  "homo_lumo_gap_ha": 0.333
}

{
  "formula": "C6H9N",
  "method": "the ωB97M-V functional and the def2-TZVPD basis",
  "species": ["C", "N", "C", "C", "C", "C", "C", "H", "H", "H", "H", "H", "H", "H", "H", "H"],
  "coordinates": [[-1.385, 1.296, -0.347], [-0.518, 0.376, -0.409], [-0.478, -1.141, -0.563], [0.901, -0.896, -1.231], [0.954, 0.225, -0.165], [0.905, -0.541, 1.207], [-0.070, -1.436, 0.868], [-1.063, 2.310, -0.127], [-2.437, 1.062, -0.480], [0.427, 2.176, 2.252], [-1.332, -1.586, -1.081], [0.859, -0.552, -2.273], [1.628, -1.695, -1.088], [1.534, 1.144, -0.275], [0.625, 1.445, 2.225], [-0.549, -2.188, 1.488]],
  "nbo_charge": [0.00, -0.21, -0.08, -0.40, -0.13, -0.24, -0.41, 0.21, 0.21, -0.07, 0.21, 0.20, 0.23, 0.21, 0.05, 0.21],
  "charge": 0,
  "relative_energy_kcal_mol": 159.8,
  "homo_lumo_gap_ha": 0.263
}

{
  "formula": "C34H55CaClN3OP2",
  "method": "the ωB97M-V functional and the def2-TZVPD basis",
  "species": ["C", "C", "C", "C", "C", "H", "H", "H", "N", "P", "P", "C", "H", "H", "C", "O", "C", "H", "C", "C", "C", "C", "C", "H", "H", "H", "C", "H", "H", "H", "C", "H", "H", "H", "C", "H", "H", "H", "C", "H", "H", "H", "C", "H", "H", "H", "C", "H", "H", "H", "C", "H", "H", "H", "C", "H", "H", "H", "C", "H", "H", "H", "C", "H", "H", "H", "C", "H", "H", "H", "Ca", "N", "C", "C", "C", "C", "C", "H", "H", "H", "H", "H", "H", "H", "H", "H", "Cl", "C", "C", "C", "C", "N", "C", "H", "H", "H", "H"],
  "coordinates": [[-1.007, -2.232, -1.468], [1.193, -1.474, -1.067], [-0.566, -3.293, -2.256], [1.684, -2.597, -1.785], [0.811, -3.505, -2.361], [-1.297, -3.931, -2.751], [2.764, -2.747, -1.802], [1.190, -4.383, -2.881], [-0.164, -1.400, -0.839], [-2.936, -0.988, 0.165], [2.736, 1.006, -0.051], [-2.514, -1.955, -1.353], [-2.830, -1.390, -2.243], [-3.068, -2.903, -1.396], [0.057, 2.543, 2.169], [0.090, 3.642, 2.494], [2.155, -0.598, -0.414], [2.967, -1.228, -0.002], [3.945, 1.375, -1.528], [3.725, 0.860, 1.623], [-4.150, 0.415, -0.355], [-3.692, -2.374, 1.207], [3.705, 2.871, -1.790], [4.042, 3.487, -0.944], [4.255, 3.194, -2.687], [2.636, 3.067, -1.941], [5.430, 1.111, -1.274], [5.838, 1.663, -0.420], [5.639, 0.040, -1.159], [5.981, 1.449, -2.167], [3.518, 0.519, -2.720], [4.035, 0.871, -3.626], [3.776, -0.537, -2.574], [2.439, 0.586, -2.886], [4.333, 2.249, 1.891], [3.549, 3.017, 1.964], [4.873, 2.226, 2.849], [5.046, 2.562, 1.117], [2.729, 0.515, 2.741], [1.897, 1.234, 2.811], [2.317, -0.497, 2.633], [3.264, 0.542, 3.704], [4.805, -0.226, 1.616], [5.565, -0.086, 0.843], [5.323, -0.185, 2.588], [4.384, -1.234, 1.517], [-4.051, -1.813, 2.595], [-4.475, -2.631, 3.198], [-3.163, -1.430, 3.116], [-4.797, -1.009, 2.551], [-2.625, -3.471, 1.386], [-2.342, -3.942, 0.437], [-1.717, -3.088, 1.873], [-3.044, -4.254, 2.035], [-4.934, -2.986, 0.535], [-5.153, -3.941, 1.036], [-5.821, -2.353, 0.643], [-4.788, -3.203, -0.530], [-4.067, 0.670, -1.865], [-4.499, -0.155, -2.448], [-4.653, 1.572, -2.101], [-3.038, 0.846, -2.205], [-3.699, 1.679, 0.409], [-2.677, 1.989, 0.136], [-4.375, 2.508, 0.155], [-3.737, 1.533, 1.499], [-5.606, 0.105, 0.002], [-5.996, -0.749, -0.565], [-5.757, -0.062, 1.076], [-6.212, 0.981, -0.276], [-0.213, 0.107, 0.991], [0.138, 1.476, -0.793], [0.626, 1.669, -1.860], [0.313, 2.465, -3.180], [1.284, 2.202, -4.317], [-1.084, 2.076, -3.642], [0.308, 3.954, -2.844], [2.307, 2.494, -4.066], [1.270, 1.151, -4.625], [0.980, 2.802, -5.185], [-1.823, 2.385, -2.896], [-1.318, 2.577, -4.593], [-1.169, 0.993, -3.791], [-0.025, 4.522, -3.725], [-0.378, 4.146, -2.010], [1.296, 4.316, -2.548], [-1.168, 0.009, 6.909], [-0.598, -0.854, 5.542], [-0.046, -2.130, 5.685], [0.389, -2.795, 4.540], [0.266, -2.166, 3.298], [-0.252, -0.922, 3.167], [-0.691, -0.259, 4.273], [0.029, -2.570, 6.673], [0.826, -3.791, 4.584], [0.602, -2.671, 2.380], [-1.116, 0.736, 4.150]],
  "mulliken_charge": [-0.09, 0.88, -0.83, -0.92, -0.95, 0.53, 0.49, 0.42, 1.04, 1.22, 0.63, -1.75, 0.75, 0.63, 0.15, -0.19, -1.53, 0.06, 2.38, 2.23, 2.12, 1.68, -1.68, 0.34, 0.47, 0.12, -2.03, 0.37, 0.42, 0.50, -1.53, 0.61, 0.25, -0.10, -1.80, 0.30, 0.50, 0.32, -2.04, 0.03, 0.16, 0.69, -1.89, 0.28, 0.57, 0.30, -1.42, 0.48, 0.11, 0.22, -1.67, 0.31, 0.08, 0.63, -1.67, 0.53, 0.37, 0.24, -2.22, 0.41, 0.59, 0.12, -1.80, 0.12, 0.56, 0.33, -1.95, 0.35, 0.31, 0.54, 1.86, 0.04, -0.60, 2.42, -1.89, -1.89, -1.59, 0.20, 0.42, 0.56, 0.35, 0.53, 0.35, 0.44, 0.29, 0.43, -0.19, -0.11, -0.44, -0.90, -0.35, 0.32, -0.73, 0.45, 0.46, 0.41, 0.45],
  "charge": 1,
  "relative_energy_kcal_mol": 53.8,
  "homo_lumo_gap_ha": 0.215
}

{
  "formula": "C6H10N",
  "method": "the ωB97M-V functional and the def2-TZVPD basis",
  "species": ["C", "C", "C", "C", "C", "C", "N", "H", "H", "H", "H", "H", "H", "H", "H", "H", "H"],
  "coordinates": [[1.659, -0.975, -0.390], [0.782, 0.264, -0.095], [-0.514, -0.172, 0.155], [1.364, 1.604, 0.005], [-1.619, 0.754, 0.368], [-0.839, -1.624, -0.170], [1.372, -0.937, 0.806], [2.201, -1.418, -1.174], [0.707, 2.256, 0.364], [1.563, 1.852, -1.018], [2.143, 1.403, 0.738], [-1.627, 1.530, -0.444], [-1.449, 1.546, 1.258], [-2.556, 0.233, 0.481], [-1.322, -2.236, 0.559], [-0.111, -2.304, -0.650], [-1.754, -1.776, -0.793]],
  "mulliken_spin": [0.16, 0.30, 0.64, 0.03, -0.01, -0.01, 0.58, 0.03, 0.01, 0.04, 0.01, 0.06, 0.06, 0.00, 0.06, 0.00, 0.04],
  "s_squared": 2.01,
  "charge": 1,
  "spin_multiplicity": 3,
  "relative_energy_kcal_mol": 116.5,
  "homo_lumo_gap_ha": [0.277, 0.271]
}

{
  "formula": "C2H7O2PS",
  "method": "the ωB97M-V functional and the def2-TZVPD basis",
  "species": ["C", "C", "O", "O", "P", "S", "H", "H", "H", "H", "H", "H", "H"],
  "coordinates": [[2.335, -1.004, -0.299], [-2.265, 0.575, 0.027], [-0.836, -1.051, -1.460], [-0.552, -1.083, 1.034], [0.679, 1.278, -0.430], [-0.768, -0.340, -0.197], [1.993, -0.953, 0.674], [3.363, -1.061, -0.545], [1.785, -1.192, -1.209], [-3.216, -0.073, -0.243], [-2.369, 1.083, 1.039], [-2.315, 1.511, -0.587], [0.242, 1.791, 0.899]],
  "nbo_charge": [-0.45, -0.93, -0.95, -0.95, 0.08, 1.87, 0.20, 0.18, 0.20, 0.27, 0.26, 0.25, -0.03],
  "charge": 0,
  "relative_energy_kcal_mol": 108.2,
  "homo_lumo_gap_ha": [0.276, 0.320]
}

{
  "formula": "C27H52IrP2Si",
  "method": "the ωB97M-V functional and the def2-TZVPD basis",
  "species": ["Ir", "C", "C", "C", "C", "C", "C", "H", "H", "H", "C", "H", "H", "H", "C", "H", "H", "H", "C", "H", "H", "H", "C", "H", "H", "H", "C", "C", "C", "C", "C", "C", "C", "C", "H", "H", "H", "H", "H", "H", "H", "H", "H", "H", "H", "H", "P", "C", "C", "P", "C", "C", "C", "H", "H", "H", "H", "H", "H", "H", "H", "H", "H", "H", "H", "H", "H", "C", "Si", "C", "C", "C", "H", "H", "H", "H", "H", "H", "H", "H", "H", "H", "H"],
  "coordinates": [[-3.288, -1.874, -0.885], [0.864, 1.983, 0.050], [0.116, 1.497, 1.138], [2.193, 0.530, 1.209], [2.151, 1.400, 0.101], [0.939, 0.582, 1.858], [0.333, 2.902, -0.996], [-0.283, 3.695, -0.553], [-0.307, 2.367, -1.722], [1.167, 3.369, -1.528], [3.245, 1.628, -0.882], [3.203, 2.666, -1.231], [3.144, 0.968, -1.755], [4.227, 1.450, -0.431], [3.345, -0.321, 1.616], [4.292, 0.150, 1.330], [3.309, -1.317, 1.150], [3.335, -0.459, 2.703], [0.560, -0.190, 3.073], [1.408, -0.291, 3.766], [0.215, -1.211, 2.842], [-0.247, 0.340, 3.589], [-1.298, 1.858, 1.419], [-1.494, 1.712, 2.485], [-2.003, 1.240, 0.841], [-1.522, 2.904, 1.167], [-3.937, -1.711, -2.614], [-3.802, -0.315, -2.235], [-4.821, 0.602, -1.585], [-4.844, 0.461, -0.044], [-4.426, -0.928, 0.316], [-5.077, -2.209, -0.295], [-6.073, -2.152, -1.444], [-5.368, -2.128, -2.827], [-5.851, 0.511, -1.960], [-5.800, 0.757, 0.402], [-4.468, 1.644, -1.825], [-5.901, -1.436, -3.474], [-3.163, -1.880, -3.371], [-3.317, 0.449, -3.297], [-5.352, -3.091, -3.329], [-6.707, -3.061, -1.389], [-5.251, -2.975, 0.463], [-6.769, -1.337, -1.234], [-4.091, 1.148, 0.344], [-4.178, -0.993, 1.378], [-2.269, 2.206, -3.589], [-2.652, 1.821, -5.356], [-3.483, 3.579, -3.362], [-1.640, -4.735, 1.877], [-2.514, -3.932, 0.311], [-2.233, -3.297, 2.878], [-2.911, -5.951, 2.373], [-1.936, 1.051, -5.673], [-2.441, 2.738, -5.939], [-3.652, 1.383, -5.563], [-3.595, 3.706, -2.278], [-4.497, 3.469, -3.793], [-2.909, 4.447, -3.742], [-3.904, -5.562, 2.121], [-2.825, -6.184, 3.442], [-2.709, -6.855, 1.794], [-1.910, -4.248, -0.568], [-3.503, -4.436, 0.222], [-1.625, -3.199, 3.793], [-3.303, -3.402, 3.119], [-2.092, -2.425, 2.217], [-0.533, -3.466, -2.719], [-0.059, -2.161, -1.473], [0.825, -2.875, 0.033], [1.184, -1.046, -2.320], [-1.474, -1.090, -0.823], [-0.009, -4.388, -2.424], [-0.167, -3.170, -3.714], [-1.613, -3.655, -2.779], [1.903, -2.752, -0.180], [0.587, -2.336, 0.965], [0.623, -3.946, 0.188], [0.868, 0.001, -2.398], [2.140, -1.083, -1.781], [1.340, -1.452, -3.328], [-1.307, -0.768, 0.222], [-1.576, -0.183, -1.449]],
  "mulliken_spin": [0.35, 0.28, 0.34, 0.34, 0.36, 0.31, -0.01, 0.01, 0.06, 0.00, 0.01, 0.01, 0.03, 0.01, 0.01, 0.01, 0.03, 0.01, 0.02, 0.02, 0.03, 0.00, 0.03, 0.01, 0.02, 0.01, 0.03, 0.59, -0.01, 0.05, -0.08, 0.30, 0.05, 0.06, 0.01, 0.00, 0.01, 0.00, 0.01, -0.11, 0.00, 0.00, -0.01, 0.01, -0.01, 0.01, 0.80, -0.03, -0.02, 0.05, 0.54, 0.03, 0.00, 0.00, 0.03, 0.02, 0.00, 0.01, 0.03, 0.00, 0.00, 0.00, -0.02, 0.01, 0.00, 0.00, 0.00, 0.00, 0.03, 0.02, 0.04, 0.35, 0.00, 0.00, 0.00, 0.00, -0.01, 0.00, -0.01, 0.00, 0.00, -0.01, -0.08],
  "s_squared": 8.83,
  "charge": 2,
  "spin_multiplicity": 6,
  "relative_energy_kcal_mol": 160.2,
  "homo_lumo_gap_ha": [0.247, 0.211]
}

{
  "formula": "C24H23N7O2S2Ti",
  "method": "the ωB97M-V functional and the def2-TZVPD basis",
  "species": ["Ti", "C", "O", "C", "C", "C", "C", "C", "C", "N", "N", "C", "C", "C", "C", "O", "C", "N", "C", "C", "C", "C", "H", "H", "H", "H", "H", "H", "H", "H", "H", "H", "H", "H", "C", "C", "C", "C", "N", "C", "S", "N", "H", "H", "H", "H", "H", "S", "C", "N", "C", "C", "N", "H", "H", "H", "H", "H", "H"],
  "coordinates": [[-0.262, 1.696, 0.105], [0.794, 6.498, 5.969], [0.867, 5.495, 6.976], [1.492, 4.345, 6.702], [1.549, 3.418, 7.743], [2.154, 2.202, 7.545], [2.674, 1.861, 6.291], [2.673, 2.812, 5.269], [2.093, 4.051, 5.470], [3.186, 0.550, 6.208], [3.416, -0.004, 5.123], [2.974, 0.324, 3.864], [3.850, 0.404, 2.791], [3.408, 0.797, 1.525], [2.080, 1.079, 1.318], [1.491, 1.517, 0.159], [1.166, 0.868, 2.338], [-0.161, 1.067, 1.995], [-1.103, 0.781, 2.918], [-0.782, 0.278, 4.159], [0.551, 0.103, 4.515], [1.559, 0.437, 3.615], [0.236, 7.318, 6.407], [0.268, 6.126, 5.088], [1.789, 6.847, 5.688], [1.123, 3.687, 8.701], [2.219, 1.471, 8.341], [3.180, 2.613, 4.333], [2.138, 4.797, 4.690], [4.899, 0.205, 2.967], [4.111, 0.893, 0.706], [-2.128, 0.954, 2.631], [-1.576, 0.018, 4.844], [0.803, -0.313, 5.484], [-1.692, 7.550, 0.546], [-1.159, 6.193, 0.256], [0.157, 5.995, -0.199], [0.581, 4.715, -0.386], [-0.266, 3.681, -0.192], [-1.546, 3.953, 0.181], [-2.542, 2.519, 0.276], [-1.996, 5.159, 0.435], [-0.899, 8.280, 0.689], [-2.345, 7.514, 1.417], [-2.312, 7.872, -0.295], [0.818, 6.829, -0.385], [1.587, 4.469, -0.697], [-0.589, -0.372, -1.075], [-1.583, -0.114, -2.471], [-2.145, 1.014, -2.898], [-3.004, 0.777, -4.077], [-2.648, -0.671, -4.463], [-1.840, -1.098, -3.309], [-2.353, 1.763, -2.256], [-2.771, 1.487, -4.864], [-4.052, 0.883, -3.807], [-2.061, -0.727, -5.377], [-3.524, -1.303, -4.572], [-1.433, -2.016, -3.221]],
  "nbo_charge": [1.45, -0.26, -0.46, 0.37, -0.26, -0.12, -0.05, -0.13, -0.33, -0.03, -0.15, 0.17, -0.23, -0.16, 0.24, -0.64, 0.13, -0.56, 0.14, -0.27, -0.01, -0.12, 0.22, 0.17, 0.19, 0.25, 0.25, 0.21, 0.23, 0.26, 0.26, 0.24, 0.26, 0.26, -0.67, 0.37, -0.30, 0.13, -0.62, 0.31, -0.12, -0.45, 0.24, 0.26, 0.27, 0.26, 0.24, -0.05, 0.38, -0.56, -0.23, -0.23, -0.53, 0.43, 0.24, 0.23, 0.23, 0.24, 0.44],
  "charge": 2,
  "homo_lumo_gap_ha": 0.198
}

{
  "formula": "CH3N2O2",
  "method": "the ωB97M-V functional and the def2-TZVPD basis",
  "species": ["O", "N", "C", "N", "O", "H", "H", "H"],
  "coordinates": [[-2.005, -0.747, -0.085], [-0.967, -0.413, 0.589], [-0.199, 0.657, 0.248], [1.034, -0.244, -0.451], [1.826, -0.833, 0.365], [-0.319, 1.344, -0.670], [0.119, 1.043, 1.149], [0.511, -0.807, -1.144]],
  "nbo_charge": [-0.57, -0.14, -0.17, -0.18, -0.55, 0.14, 0.18, 0.29],
  "smiles": "O=NCN[O-]",
  "charge": -1,
  "relative_energy_kcal_mol": 128.7,
  "homo_lumo_gap_ha": [0.242, 0.281]
}

The evaluated electronic energy for the records listed, in turn: -7288.6696, -7851.2316, -92201.9146, -7859.2791, -26402.0466, -58111.6593, -84560.2691, -8155.9350 eV.